Arrangement w

{
  "formula": "C4H4O2",
  "method": "ωB97M-V/def2-TZVPD",
  "elements": ["C", "C", "C", "O", "C", "O", "H", "H", "H", "H"],
  "coordinates": [[-2.399, 0.224, -0.514], [-1.246, 0.567, -0.435], [0.206, 0.614, -0.329], [0.933, 1.317, -0.996], [0.745, -0.442, 0.615], [2.123, -0.598, 0.502], [-3.416, -0.091, -0.604], [0.467, -0.184, 1.648], [0.182, -1.355, 0.364], [2.404, -0.053, -0.250]],
  "e_homo_ev": -10.78,
  "smiles": "C#CC(=O)CO"
}

Arrangement x

{
  "formula": "C4H4O2",
  "method": "ωB97M-V/def2-TZVPD",
  "elements": ["C", "C", "C", "C", "O", "O", "H", "H", "H", "H"],
  "coordinates": [[1.522, -0.687, 0.295], [0.444, -0.856, 1.242], [0.183, -0.568, -0.275], [-1.022, 0.985, -0.939], [2.669, -0.445, 0.128], [-0.501, -1.534, 0.444], [0.137, -0.330, 2.126], [-0.289, 1.716, -1.224], [-1.591, 1.206, -0.055], [-1.552, 0.513, -1.743]],
  "e_homo_ev": -9.27
}

Here are the energies relative to the best structure, in kJ/mol: arrangement w 0.0; arrangement x 311.0.

Arrangement w

{
  "formula": "C2H3Cl2N",
  "method": "ωB97M-V/def2-TZVPD",
  "elements": ["H", "N", "C", "Cl", "C", "Cl", "H", "H"],
  "coordinates": [[0.694, -0.366, -2.395], [0.711, 0.484, -1.889], [0.393, 0.656, -0.653], [0.720, 2.281, -0.203], [-0.451, -0.001, 0.498], [-1.209, -1.575, 0.193], [-1.380, 0.612, 0.625], [0.135, -0.182, 1.501]],
  "e_homo_ev": -10.43,
  "smiles": "[H]/N=C(/Cl)CCl"
}

Arrangement x

{
  "formula": "C2H3Cl2N",
  "method": "ωB97M-V/def2-TZVPD",
  "elements": ["Cl", "C", "C", "N", "Cl", "H", "H", "H"],
  "coordinates": [[-2.339, 0.478, 1.171], [-0.625, -0.092, 0.969], [-0.159, -0.203, -0.366], [-0.573, -1.404, 0.305], [0.620, -2.421, 0.819], [-0.006, 0.177, 1.853], [-0.829, 0.248, -1.056], [0.840, -0.119, -0.503]],
  "e_homo_ev": -9.87,
  "smiles": "Cl[C@@H]1CN1Cl"
}

Arrangement y

{
  "formula": "C2H3Cl2N",
  "method": "ωB97M-V/def2-TZVPD",
  "elements": ["C", "C", "N", "Cl", "Cl", "H", "H", "H"],
  "coordinates": [[-0.727, 0.254, -0.379], [0.300, 0.536, 0.540], [0.651, 0.159, -0.733], [-1.553, 1.454, -1.293], [0.521, -2.042, 1.779], [-1.112, -0.745, -0.459], [0.763, 1.115, 1.406], [1.157, -0.731, -0.861]],
  "e_homo_ev": -9.45
}

Here are the energies relative to the best structure, in kJ/mol: arrangement w 0.0; arrangement x 138.2; arrangement y 277.3.

Arrangement w

{
  "formula": "C3H8N3",
  "method": "ωB97M-V/def2-TZVPD",
  "elements": ["C", "C", "C", "N", "N", "N", "H", "H", "H", "H", "H", "H", "H", "H"],
  "coordinates": [[1.242, 0.573, 1.642], [-0.782, -1.104, -0.178], [0.493, 0.926, -1.792], [0.774, 0.991, 0.550], [0.064, 0.673, -0.375], [-1.617, -1.275, 0.802], [1.793, 1.155, 2.324], [0.912, -0.543, 1.889], [-1.003, -1.478, -1.137], [1.397, 0.199, -2.017], [-0.247, 0.730, -2.537], [0.904, 1.878, -1.607], [-2.419, -1.905, 0.771], [-1.511, -0.820, 1.666]],
  "e_homo_ev": [-13.43, -13.43],
  "charge": 1
}

Arrangement x

{
  "formula": "C3H8N3",
  "method": "ωB97M-V/def2-TZVPD",
  "elements": ["C", "C", "C", "N", "N", "N", "H", "H", "H", "H", "H", "H", "H", "H"],
  "coordinates": [[2.149, -0.068, 0.228], [0.240, 0.126, -0.393], [-2.168, 0.018, -0.037], [1.439, 0.962, -0.172], [1.366, -1.068, -0.094], [-0.837, 0.334, 0.408], [3.205, -0.181, 0.581], [0.017, -0.198, -1.481], [-2.004, -0.096, -1.128], [-2.363, -0.940, 0.200], [-2.822, 0.686, 0.410], [1.334, 1.924, -0.059], [1.275, -2.053, 0.131], [-0.829, 0.553, 1.405]],
  "e_homo_ev": -14.13,
  "charge": 1
}

Arrangement y

{
  "formula": "C3H8N3",
  "method": "ωB97M-V/def2-TZVPD",
  "elements": ["C", "C", "C", "N", "N", "N", "H", "H", "H", "H", "H", "H", "H", "H"],
  "coordinates": [[-0.926, 0.135, -0.166], [0.110, -0.928, -0.448], [1.239, -0.472, 0.478], [-0.428, 1.144, 0.512], [-2.184, 0.076, -0.536], [0.873, 0.933, 0.720], [-0.255, -1.928, -0.233], [0.402, -0.888, -1.501], [1.198, -1.005, 1.437], [2.239, -0.577, 0.064], [-2.563, -0.724, -1.017], [-2.802, 0.840, -0.305], [1.275, 1.445, 1.500], [1.822, 1.949, -0.505]],
  "e_homo_ev": [-13.87, -14.13],
  "charge": 1
}

Arrangement z

{
  "formula": "C3H8N3",
  "method": "ωB97M-V/def2-TZVPD",
  "elements": ["C", "N", "C", "N", "N", "C", "H", "H", "H", "H", "H", "H", "H", "H"],
  "coordinates": [[2.657, -0.692, 0.222], [1.631, -0.027, 0.049], [0.481, 0.454, -0.184], [0.016, 1.649, -0.239], [-0.850, -0.570, -0.610], [-2.070, -0.475, 0.198], [3.223, -0.907, -0.691], [3.000, -0.985, 1.153], [0.417, 2.588, 0.090], [-0.902, 1.753, -0.407], [-0.501, -1.489, -0.690], [-2.814, 0.170, -0.331], [-1.719, -0.007, 1.128], [-2.568, -1.460, 0.311]],
  "e_homo_ev": -13.91,
  "charge": 1,
  "smiles": "C=N/C(N)=[NH+]/C"
}

Here are the energies relative to the best structure, in kJ/mol: arrangement w 298.4; arrangement x 0.0; arrangement y 119.2; arrangement z 58.2.

Arrangement w

{
  "formula": "C3H8N3",
  "method": "ωB97M-V/def2-TZVPD",
  "elements": ["C", "C", "C", "N", "N", "N", "H", "H", "H", "H", "H", "H", "H", "H"],
  "coordinates": [[-1.402, 0.881, -0.153], [-0.239, -0.111, 0.031], [1.046, 0.200, -0.791], [-1.869, -0.087, -1.060], [-1.114, -1.093, -0.733], [-0.046, -0.452, 1.446], [-1.190, 1.832, -0.564], [-2.839, -0.441, -1.747], [0.645, 0.325, -1.902], [1.473, -0.737, -0.848], [1.536, 1.065, -0.394], [0.269, 0.475, 1.909], [0.603, -1.253, 1.476], [-0.959, -0.828, 1.759]],
  "e_homo_ev": [-12.89, -12.89],
  "charge": 1
}

Arrangement x

{
  "formula": "C3H8N3",
  "method": "ωB97M-V/def2-TZVPD",
  "elements": ["H", "N", "C", "C", "N", "C", "N", "H", "H", "H", "H", "H", "H", "H"],
  "coordinates": [[-2.723, -0.369, 1.118], [-1.956, 0.010, 0.631], [-1.291, -0.728, -0.132], [0.008, -0.133, -0.550], [-0.010, 1.305, -0.071], [1.298, -0.798, -0.067], [1.948, 0.022, 0.637], [2.787, -0.396, 0.991], [-1.608, -1.792, -0.544], [-0.101, -0.181, -1.676], [-0.924, 1.379, 0.496], [0.071, 1.946, -0.802], [0.797, 1.493, 0.505], [1.705, -1.758, -0.536]],
  "e_homo_ev": -15.31,
  "charge": 1,
  "smiles": "[H]/N=C/C([NH3+])/C=N/[H]"
}

Here are the energies relative to the best structure, in kJ/mol: arrangement w 380.9; arrangement x 0.0.

Arrangement w

{
  "formula": "C3H7OP",
  "method": "ωB97M-V/def2-TZVPD",
  "elements": ["C", "C", "C", "O", "P", "H", "H", "H", "H", "H", "H", "H"],
  "coordinates": [[2.280, -0.109, -0.002], [1.167, -0.077, -0.703], [-0.673, 0.880, 0.508], [-2.061, -1.461, -0.038], [-1.916, 0.114, -0.477], [3.163, -0.501, -0.527], [2.447, -0.089, 1.015], [0.922, 0.007, -1.653], [-0.389, 0.771, 1.588], [-0.461, 1.768, 0.001], [-2.670, -1.940, -0.605], [-3.139, 0.405, 0.199]],
  "e_homo_ev": [-8.13, -8.13]
}

Arrangement x

{
  "formula": "C3H7OP",
  "method": "ωB97M-V/def2-TZVPD",
  "elements": ["C", "P", "O", "C", "C", "H", "H", "H", "H", "H", "H", "H"],
  "coordinates": [[-0.118, -0.065, 1.722], [0.443, 0.582, 0.186], [1.390, 1.894, 0.263], [-0.787, 0.202, -1.108], [0.535, -0.621, -1.169], [0.264, 0.716, 2.405], [-1.158, -0.236, 1.896], [0.325, -1.168, 1.897], [-0.860, 0.869, -2.024], [-1.602, -0.314, -0.879], [0.462, -1.708, -1.131], [1.104, -0.151, -2.058]],
  "e_homo_ev": -9.29,
  "smiles": "CP1(=O)CC1"
}

Here are the energies relative to the best structure, in kJ/mol: arrangement w 303.8; arrangement x 0.0.